No. 1
The following is a quantum chemistry calculation of a molecular structure, C6H25F10N3O22S6Y2, from the OMol25 dataset.

The multiplicity is 1. The orbital gap is 5.01 eV. The value obtained for the HOMO energy is -13.569 eV. As for the total charge: +2.

Cartesian coordinates (Å):
Y (2.27409, 3.74862, 2.21898)
Y (-1.68826, -1.13111, 1.57496)
C (2.69694, -0.41644, -0.20558)
F (2.33219, -1.49925, -0.94360)
F (3.26970, -0.74746, 0.93505)
F (3.60737, 0.36616, -0.80890)
S (1.19541, 0.74839, 0.12148)
O (1.72428, 1.76337, 1.05417)
O (0.89268, 1.08835, -1.24281)
O (0.16034, -0.09665, 0.74141)
C (-1.71543, 2.36929, 4.86656)
F (-2.93166, 1.80596, 4.91853)
F (-1.83889, 3.63715, 5.28491)
F (-0.88564, 1.68403, 5.66816)
S (-1.13361, 2.41482, 3.05811)
O (-1.30062, 1.10676, 2.42922)
O (-1.99839, 3.40653, 2.37405)
O (0.27916, 2.87907, 3.00318)
N (-3.21391, -0.24189, 0.31793)
S (-3.44427, 1.14854, -0.33484)
O (-4.13193, 2.12137, 0.41521)
O (-3.39860, 1.37306, -1.75249)
F (-1.99070, 1.59478, 0.09939)
S (-4.81433, -0.67089, -0.30735)
O (-4.87029, -1.34479, -1.61238)
O (-6.00406, 0.04939, 0.19089)
F (-4.98386, -1.94137, 0.69340)
N (-0.18916, -2.05458, 2.89908)
S (0.66153, -3.38898, 3.04664)
O (0.01306, -4.50232, 3.71796)
O (2.09725, -3.28069, 3.07556)
F (0.33001, -3.62421, 1.49558)
S (0.46981, -1.34076, 4.38432)
O (1.26459, -0.17475, 4.03478)
O (0.80826, -2.09804, 5.52689)
F (-0.85499, -0.66165, 4.85542)
O (-1.21783, -2.21649, -0.47057)
H (-1.59108, -3.06712, -0.70151)
H (-0.97296, -1.82611, -1.30953)
O (2.86336, 1.91427, 3.57623)
H (2.29409, 1.14582, 3.61694)
H (3.48938, 1.78722, 4.28910)
O (2.14221, 2.32359, -3.15803)
H (1.71986, 2.03053, -2.35059)
H (1.93057, 1.64532, -3.79942)
O (4.25454, 2.97197, -1.79090)
H (5.10346, 2.53850, -1.70327)
H (3.83312, 2.52783, -2.52668)
O (1.27077, 4.31578, 0.00397)
H (1.65761, 4.67226, -0.79573)
H (0.32624, 4.38710, -0.13387)
O (4.06394, 3.06586, 0.80300)
H (4.88282, 2.68198, 1.11654)
H (4.21233, 3.21859, -0.13021)
O (4.81238, -3.50289, 2.25106)
H (4.31051, -3.61719, 3.05809)
H (4.66876, -2.58865, 2.00658)
C (0.49874, -2.47750, -3.45900)
C (-0.63533, -1.51247, -3.78426)
C (-2.00831, -2.08508, -4.06423)
O (-2.84585, -1.06323, -4.61996)
C (-4.11104, -1.46915, -5.13620)
N (-0.83273, -0.69008, -2.62766)
H (0.58304, -3.32779, -4.13575)
H (0.55673, -2.78278, -2.41423)
H (1.44961, -1.97446, -3.63478)
H (-0.24601, -0.91878, -4.61135)
H (-2.40975, -2.55305, -3.16537)
H (-1.74898, -2.78360, -4.85978)
H (-4.77660, -2.04532, -4.49343)
H (-3.96119, -2.11819, -5.99898)
H (-4.58294, -0.53825, -5.45060)
H (-0.07482, -0.08926, -2.33663)
H (-1.59671, -0.06902, -2.85286)

Here are the Löwdin charges for atoms 1 to 2, given in e: Y 2.0018; Y 1.7384


No. 2
The following is a quantum chemistry calculation of a molecular structure, C9H10F9IrNO8S2Se2, from the OMol25 dataset.

The multiplicity is 5. The orbital gap (spin up / spin down) is 7.15 / 6.15 eV. The value obtained for the HOMO energy (spin up / spin down) is -4.640 / -5.431 eV. As for the total charge: -1. As for the expectation value of S²: 6.02.

Cartesian coordinates (Å):
Ir (-0.01127, -0.05360, 0.24246)
O (-3.23035, -3.10160, 2.88620)
C (-3.52559, -2.15583, 1.89540)
C (-3.67052, -0.71704, 2.43624)
C (-4.93319, -0.68798, 3.33634)
O (-5.17051, 0.54375, 3.96789)
C (-2.47009, -0.29627, 3.29132)
Se (-0.65143, -0.89782, 2.68278)
C (-3.88836, 0.25839, 1.28551)
Se (-2.46501, 0.41083, -0.15215)
H (-2.29370, -3.01139, 3.10820)
H (-4.47497, -2.46919, 1.45131)
H (-2.75669, -2.14640, 1.10952)
H (-4.84316, -1.49685, 4.07295)
H (-5.81924, -0.87257, 2.72463)
H (-4.41462, 0.75663, 4.52728)
H (-2.56684, -0.70707, 4.29909)
H (-2.42223, 0.79069, 3.35101)
H (-4.03087, 1.26140, 1.68979)
H (-4.79062, -0.01849, 0.73510)
F (3.51569, 2.68606, -2.52055)
C (3.51812, 1.45782, -1.99689)
F (4.26507, 1.48599, -0.89386)
F (4.12750, 0.65154, -2.86986)
S (1.76309, 0.84744, -1.73546)
O (1.05831, 1.82700, -0.95902)
O (1.91050, -0.45861, -1.18008)
N (1.31104, 0.86578, -3.25157)
S (-0.24222, 0.64590, -3.30055)
O (-0.71494, -0.08267, -2.14719)
O (-0.73773, 0.24041, -4.57110)
C (-0.91923, 2.41368, -3.08160)
F (-1.40103, 2.68528, -1.87314)
F (0.05308, 3.28932, -3.34791)
F (-1.90780, 2.65906, -3.95136)
F (3.61444, -1.90310, 3.24182)
C (3.70220, -0.99547, 2.25292)
F (4.28286, 0.08424, 2.79560)
F (4.57580, -1.49140, 1.36204)
C (2.31478, -0.68877, 1.59990)
O (2.00559, 0.50224, 1.49235)
O (1.64397, -1.67160, 1.27681)

Here are the Löwdin charges for atoms 1 to 2, given in e: Ir 1.0103; O -0.0755


No. 3
The following is a quantum chemistry calculation of a single C15H17BrN6O molecule, from the OMol25 dataset.

Its SMILES is CC(C)c1cc(C(=O)N2CC[C@@H](n3cc(Br)c(C#N)n3)C2)[nH]n1. The multiplicity is 1. The orbital gap is 9.83 eV. The value obtained for the HOMO energy is -9.551 eV.

Cartesian coordinates (Å):
C (-2.80209, -4.61843, 2.99702)
C (-3.08398, -4.07674, 1.59555)
C (-3.28200, -5.18777, 0.57397)
C (-1.93036, -3.21681, 1.23559)
C (-1.87202, -1.79997, 1.50592)
C (-0.70313, -1.29456, 0.97979)
C (-0.24043, 0.09895, 1.01052)
O (-0.68198, 0.84175, 1.86608)
N (0.68831, 0.63286, 0.10368)
C (0.94446, 0.03697, -1.18469)
C (1.38517, 1.27637, -1.99272)
C (2.11139, 2.16356, -0.96761)
N (2.34341, 3.58194, -1.41712)
C (2.99548, 4.52959, -0.63056)
C (3.00867, 5.68825, -1.33558)
Br (3.79739, 7.28451, -0.71491)
C (2.25382, 5.40680, -2.56261)
C (2.01955, 6.39524, -3.59446)
N (1.75546, 7.23875, -4.33282)
N (1.81922, 4.15282, -2.54760)
C (1.18999, 1.99606, 0.24871)
N (-0.04861, -2.43112, 0.52799)
N (-0.81212, -3.56319, 0.61264)
H (-3.60143, -5.21561, 3.42100)
H (-2.58673, -3.83136, 3.73751)
H (-1.91103, -5.23212, 2.94688)
H (-3.97112, -3.43168, 1.67599)
H (-2.39384, -5.80928, 0.43045)
H (-3.53266, -4.68275, -0.37196)
H (-4.11462, -5.82805, 0.89898)
H (-2.60484, -1.20058, 2.00086)
H (1.76800, -0.68837, -1.13580)
H (0.04085, -0.43655, -1.58209)
H (2.00682, 1.02382, -2.82417)
H (0.53118, 1.80226, -2.41986)
H (3.10819, 1.72770, -0.80325)
H (3.39593, 4.38021, 0.33531)
H (1.76371, 2.11596, 1.20111)
H (0.30666, 2.66059, 0.20154)
H (0.93931, -2.49005, 0.31070)

Here are the Löwdin charges for atoms 1 to 2, given in e: C -0.0716; C -0.3931


For the records above, the corresponding DFT total energy values read -150400.3134 -207023.2834 -96859.9601 eV.
For the records above, the corresponding F_max values read 9.64 3.41 3.08 eV/Å.